#1
This record from the OMol25 dataset describes the molecule C3H5P. The level of theory is the ωB97M-V functional and the def2-TZVPD basis.

Structure (XYZ):
```
9
Properties=species:S:1:pos:R:3
C -0.51448 -0.39156 -0.11917
C 0.83976 -0.17271 0.23904
C -1.86364 0.14698 0.06101
P 2.54996 -0.72451 0.06941
H -1.78997 1.08128 0.73749
H -2.26786 0.44526 -0.94754
H -2.61364 -0.42066 0.68597
H 3.12367 0.42748 0.49490
H 2.53621 -0.39157 -1.22111
```

Summary:
Gap between HOMO and LUMO (spin up / spin down): 7.5 / 7.0 eV
2S+1: 3
⟨S²⟩: 2.01
Highest occupied orbital energy (spin up / spin down): -6.389 / -8.912 eV
Lowest unoccupied orbital energy (spin up / spin down): 1.105 / -1.867 eV



#2
This record from the OMol25 dataset describes the molecule C3H5P. The level of theory is the ωB97M-V functional and the def2-TZVPD basis.

Structure (XYZ):
```
9
Properties=species:S:1:pos:R:3
C -0.45647 0.65387 0.27793
C -1.44686 -0.32675 0.95513
C 0.79889 0.58771 -0.47891
P -1.77023 1.51032 0.68021
H -2.18381 -0.95392 0.47920
H -1.39755 -0.47230 1.93209
H 1.68122 0.90735 0.01332
H 0.68162 1.21253 -1.47923
H 1.10403 -0.35243 -0.95107
```

Summary:
Gap between HOMO and LUMO (spin up / spin down): 7.3 / 7.3 eV
2S+1: 3
⟨S²⟩: 2.01
Highest occupied orbital energy (spin up / spin down): -6.206 / -9.415 eV
Lowest unoccupied orbital energy (spin up / spin down): 1.096 / -2.069 eV



Which of them is the least stable? Correct choice: #1.



#1
This record from the OMol25 dataset describes a cluster of 2 separate species, C3H9O2S in total. The level of theory is the ωB97M-V functional and the def2-TZVPD basis.

Structure (XYZ):
```
15
Properties=species:S:1:pos:R:3
C 0.97985 -0.89052 0.32847
O 1.68178 -0.21573 -0.60461
C -0.55503 -0.94627 -0.02971
C -1.14832 0.44787 -0.17958
S -2.60520 0.52378 -1.31333
H 1.08527 -0.41516 1.33216
H 1.20743 -1.97847 0.38580
H -0.62315 -1.62163 -0.88481
H -1.11561 -1.47101 0.76715
H -0.36222 1.06003 -0.61672
H -1.38748 0.84354 0.80488
H -2.40676 -0.70876 -1.84655
H 1.65169 1.77557 1.38918
H 1.97002 1.42032 -0.03761
O 1.62773 2.17645 0.50527
```

Summary:
Charge: -1
Gap between HOMO and LUMO: 6.5 eV
2S+1: 1
Highest occupied orbital energy: -3.160 eV
Lowest unoccupied orbital energy: 3.355 eV



#2
This record from the OMol25 dataset describes a cluster of 2 separate species, C3H9O2S in total. The level of theory is the ωB97M-V functional and the def2-TZVPD basis.

Structure (XYZ):
```
15
Properties=species:S:1:pos:R:3
C -0.22911 -0.71994 -0.95437
O -1.26689 -0.95454 -0.12409
C 0.56711 0.65612 -0.70149
C 0.10477 1.22029 0.60201
S 0.84316 2.97463 0.96419
H 0.65566 -1.41262 -0.91139
H -0.50004 -0.68113 -2.06175
H 0.22039 1.41823 -1.46126
H 1.57671 0.46507 -1.08652
H -1.02360 1.37952 0.60162
H 0.27622 0.78206 1.59245
H -0.44957 3.18919 1.27360
H 0.49186 -2.83103 0.93300
H -0.83787 -2.27293 0.49820
O -0.42881 -3.21290 0.83581
```

Summary:
Charge: -1
Gap between HOMO and LUMO: 6.9 eV
2S+1: 1
Highest occupied orbital energy: -3.713 eV
Lowest unoccupied orbital energy: 3.183 eV



#3
This record from the OMol25 dataset describes a cluster of 2 separate species, C3H9O2S in total. The level of theory is the ωB97M-V functional and the def2-TZVPD basis.

Structure (XYZ):
```
15
Properties=species:S:1:pos:R:3
C -0.16405 -0.34881 1.51236
O 1.08846 -0.78302 1.34825
C -0.89891 0.13534 0.25447
C -0.10792 0.95091 -0.77356
S -1.22350 1.99590 -1.92811
H -0.28437 0.52048 2.24914
H -0.92514 -1.02328 1.97708
H -1.37785 -0.73712 -0.25398
H -1.71825 0.82106 0.49732
H 0.46048 0.29683 -1.42992
H 0.55130 1.55848 -0.14189
H -2.19465 1.14678 -1.63011
H 3.01066 -1.59116 -0.44449
H 1.55516 -1.42787 -0.25530
O 2.22860 -1.51452 -0.98126
```

Summary:
Charge: -1
Gap between HOMO and LUMO: 6.4 eV
2S+1: 1
Highest occupied orbital energy: -3.201 eV
Lowest unoccupied orbital energy: 3.245 eV



Which of them is the least stable? Correct choice: #2.



#1
This record from the OMol25 dataset describes the ion C2H5N2 with charge +1. The level of theory is the ωB97M-V functional and the def2-TZVPD basis.

Structure (XYZ):
```
9
Properties=species:S:1:pos:R:3
C -2.45308 -0.20906 0.01897
C 0.97875 -0.15959 -0.12993
N -1.41151 0.31728 0.15383
N -0.25019 0.64645 -0.16350
H -3.45887 -0.56264 0.18300
H 1.29834 -0.29981 0.82635
H 0.64093 -1.10056 -0.35734
H 1.73896 0.38710 -0.85734
H -0.21941 1.62360 -0.36253
```

Summary:
Charge: +1
Gap between HOMO and LUMO: 10.4 eV
2S+1: 1
Highest occupied orbital energy: -15.372 eV
Lowest unoccupied orbital energy: -4.946 eV
SMILES: C#[N+]NC



#2
This record from the OMol25 dataset describes the ion C2H5N2 with charge +1. The level of theory is the ωB97M-V functional and the def2-TZVPD basis.

Structure (XYZ):
```
9
Properties=species:S:1:pos:R:3
C -0.86046 -0.87167 -0.01634
C -0.27685 0.47233 0.11935
N 1.66572 -0.66688 0.11015
N 1.15991 0.36964 -0.09442
H -1.94560 -0.90624 0.09578
H -0.75839 1.24154 -0.50875
H -0.35743 -1.70169 -0.46919
H -0.36362 0.87970 1.14264
H 1.73673 1.18328 -0.37919
```

Summary:
Charge: +1
Gap between HOMO and LUMO (spin up / spin down): 6.4 / 11.1 eV
2S+1: 1
Highest occupied orbital energy (spin up / spin down): -14.250 / -17.287 eV
Lowest unoccupied orbital energy (spin up / spin down): -7.825 / -6.200 eV



#3
This record from the OMol25 dataset describes a structure of composition C2H5N2. The level of theory is the ωB97M-V functional and the def2-TZVPD basis.

Structure (XYZ):
```
9
Properties=species:S:1:pos:R:3
C -0.86874 0.07103 -0.48616
C 0.86540 -0.03343 0.39299
N -0.12741 1.00060 0.08100
N -0.10412 -0.94329 -0.26686
H -1.99195 -0.04223 -1.03905
H 1.78050 0.12520 -0.06679
H 0.96999 -0.18493 1.56733
H -0.45521 1.95328 -0.07789
H -0.06846 -1.94622 -0.10459
```

Summary:
Charge: +1
Gap between HOMO and LUMO: 12.4 eV
2S+1: 1
Highest occupied orbital energy: -16.321 eV
Lowest unoccupied orbital energy: -3.932 eV



Which of them is the least stable? Correct choice: #2.



#1
This record from the OMol25 dataset describes the molecule C2HNO2. The level of theory is the ωB97M-V functional and the def2-TZVPD basis.

Structure (XYZ):
```
6
Properties=species:S:1:pos:R:3
C 0.48093 0.32520 0.14049
C -0.92882 0.12931 0.14376
H 0.41072 -1.33747 -0.09204
N -2.05969 0.24041 -0.08953
O 1.13493 -0.81546 -0.04823
O 0.96193 1.45801 -0.05444
```

Summary:
Gap between HOMO and LUMO: 11.3 eV
2S+1: 1
Highest occupied orbital energy: -11.932 eV
Lowest unoccupied orbital energy: -0.671 eV
SMILES: N#CC(=O)O



#2
This record from the OMol25 dataset describes a cluster of 2 separate species, C2HNO2 in total. The level of theory is the ωB97M-V functional and the def2-TZVPD basis.

Structure (XYZ):
```
6
Properties=species:S:1:pos:R:3
C 0.76333 -0.71496 -0.00209
C -0.22908 0.29144 -0.10781
N 1.43711 -1.63608 -0.07013
O -0.29057 1.36680 0.67521
O -0.29830 1.47238 -0.72356
H -1.38249 -0.77960 0.22837
```

Summary:
Gap between HOMO and LUMO: 11.1 eV
2S+1: 1
Highest occupied orbital energy: -11.474 eV
Lowest unoccupied orbital energy: -0.332 eV



Which of them is the least stable? Correct choice: #2.



#1
This record from the OMol25 dataset describes a structure of composition C3H6N2O3. The level of theory is the ωB97M-V functional and the def2-TZVPD basis.

Structure (XYZ):
```
14
Properties=species:S:1:pos:R:3
C 1.03551 -0.45509 0.19905
C -0.22806 0.29862 -0.29284
C -1.58484 0.09447 0.15232
H 2.08671 1.29454 0.64068
H 3.13706 -0.11810 0.19794
H -0.16734 -2.11758 -0.05956
H -0.57675 0.25720 -1.46977
H -0.21271 1.88427 0.86965
H -1.96584 -1.39404 -1.05637
N 2.20214 0.37861 0.05868
N 0.88598 -1.69365 0.41360
O -0.31648 1.89225 -0.40504
O -2.32359 -1.01261 -0.31478
O -1.97181 0.69112 1.06644
```

Summary:
Gap between HOMO and LUMO: 10.3 eV
2S+1: 1
Highest occupied orbital energy: -10.311 eV
Lowest unoccupied orbital energy: -0.040 eV



#2
This record from the OMol25 dataset describes a cluster of 3 separate species, C3H6N2O3 in total. The level of theory is the ωB97M-V functional and the def2-TZVPD basis.

Structure (XYZ):
```
14
Properties=species:S:1:pos:R:3
C -1.89061 -1.04416 0.28937
C 1.07169 -1.19140 0.43211
C -0.33390 1.09019 -0.16373
H -1.77866 -1.15971 1.47823
H -1.52834 -2.48206 -0.04291
H -3.21751 -0.75720 -0.43296
H 0.64591 -0.80057 1.36691
H 1.67809 -2.03584 0.33525
H 1.68967 1.95703 0.14862
N -0.75830 -0.18415 -0.40106
N 1.07184 1.02190 -0.27907
O 0.15993 -1.16483 -0.64031
O 1.79050 -0.02168 0.18897
O -1.04631 1.97230 0.27150
```

Summary:
Gap between HOMO and LUMO: 9.4 eV
2S+1: 1
Highest occupied orbital energy: -8.984 eV
Lowest unoccupied orbital energy: 0.421 eV



Which of them is the least stable? Correct choice: #2.



#1
This record from the OMol25 dataset describes the ion C3H4NS with charge +1. The level of theory is the ωB97M-V functional and the def2-TZVPD basis.

Structure (XYZ):
```
9
Properties=species:S:1:pos:R:3
C -0.78653 0.87799 -0.45317
C -1.08728 0.13573 -1.52532
C 0.58930 -0.80934 0.27776
N 0.00560 0.48812 0.47085
S 0.12666 -1.32191 -1.39129
H -1.16860 1.82162 -0.39512
H 1.72454 -0.68057 0.50722
H 0.27157 -1.53683 1.17282
H 0.32474 1.02519 1.33625
```

Summary:
Charge: +1
Gap between HOMO and LUMO (spin up / spin down): 7.1 / 6.9 eV
2S+1: 1
Highest occupied orbital energy (spin up / spin down): -14.820 / -14.586 eV
Lowest unoccupied orbital energy (spin up / spin down): -7.747 / -7.663 eV



#2
This record from the OMol25 dataset describes the ion C3H4NS with charge +1. The level of theory is the ωB97M-V functional and the def2-TZVPD basis.

Structure (XYZ):
```
9
Properties=species:S:1:pos:R:3
C -1.47508 1.21682 -0.05358
C -2.69301 1.08382 0.20654
C -0.46951 -0.64847 0.22424
N -0.16780 0.79902 -0.11499
S -2.44670 -0.68427 -0.10277
H -0.07356 -1.42656 -0.53676
H -0.65191 -0.95108 1.34598
H 0.27934 1.08438 -1.06659
H 0.49409 1.15796 0.60688
```

Summary:
Charge: +1
Gap between HOMO and LUMO: 8.1 eV
2S+1: 1
Highest occupied orbital energy: -13.908 eV
Lowest unoccupied orbital energy: -5.776 eV
SMILES: C1#S2=C1[NH2+]C2



Which of them is the least stable? Correct choice: #2.